{"formula": "C5H8O2", "method": "wB97M-V/def2-TZVPD", "smiles": "CC1(C)CC(=O)O1", "orbital_gap_ev": 11.2, "energy_ev": -9409.096, "species": ["C", "C", "C", "C", "C", "O", "O", "H", "H", "H", "H", "H", "H", "H", "H"], "xyz": [[0.01, -1.45, 0.69], [0.06, -0.01, 0.21], [1.48, 0.43, -0.10], [-0.96, 0.20, -0.87], [-1.24, 1.55, -0.09], [-1.84, 2.58, -0.12], [-0.57, 1.03, 1.02], [-0.97, -1.72, 1.07], [0.20, -2.07, -0.20], [0.79, -1.67, 1.41], [1.52, 1.44, -0.52], [2.08, 0.42, 0.81], [1.93, -0.26, -0.82], [-0.64, -0.10, -1.87], [-1.86, -0.36, -0.63]], "mulliken_charge": [-1.53, 1.35, -1.50, -0.52, 0.34, -0.53, -0.43, 0.36, 0.35, 0.39, 0.36, 0.38, 0.33, 0.36, 0.28]}